# 1
DFT (ωB97M-V with the def2-TZVPD basis set) results for C5H8NO8S as an isolated structure at a distorted geometry.

XYZ file:
```
23
Properties=species:S:1:pos:R:3:forces:R:3
C 0.031291 1.208649 1.289234 -0.339 0.300 2.778
C -2.651018 0.337741 -0.882203 -1.053 -1.263 -1.823
C -2.167824 0.741420 0.511220 0.697 -0.936 -2.784
C 0.839652 -1.440839 -0.817746 -3.862 0.771 -1.743
C 1.132257 -0.578789 0.366590 0.673 0.309 -3.191
N 1.579449 -1.189087 1.451477 1.132 -1.403 2.786
O 2.334035 -0.584401 2.241782 -0.541 -0.650 -0.428
O 1.173827 1.884999 0.991054 0.782 -0.720 -1.988
O -0.138647 0.859934 2.421338 -0.939 -0.002 0.445
O 1.159556 -2.358735 1.654036 0.440 0.652 0.420
O 3.321075 1.128596 0.047729 0.523 -0.325 0.387
O 1.434013 1.253293 -1.471646 0.176 -0.553 1.499
O 1.775041 -1.320704 -1.817571 2.292 -0.641 -1.282
O -0.839952 1.189231 0.319859 -0.315 1.036 -1.160
S 1.938505 0.871028 -0.140809 -0.841 2.182 -0.199
H -3.619030 0.849924 -1.092502 0.583 -0.613 -0.081
H -1.996601 0.480543 -1.745450 0.412 1.213 0.461
H -2.742558 -0.763671 -1.107008 -0.515 0.728 1.144
H -2.214235 -0.175776 1.052269 -0.056 0.051 1.489
H -2.787605 1.579631 0.711616 -0.393 0.483 1.478
H 0.667522 -2.492439 -0.543096 0.476 0.567 0.049
H -0.142144 -1.106519 -1.413916 1.126 -0.514 1.862
H 1.913394 -0.374035 -2.026247 -0.456 -0.672 -0.118
```
Positions in Å, forces in eV/Å.

Results
* orbital gap: 8.5 eV
* total energy: -34016.514 eV
* HOMO: -5.2477 eV
* total charge: -1
* energy above the lowest of the compared OMol25 structures with the same formula, charge and spin: 42.9 kcal per mole

=====

# 2
DFT (ωB97M-V with the def2-TZVPD basis set) results for C11H21AsB2F4N4O5V as an isolated structure at a distorted geometry.

XYZ file:
```
49
Properties=species:S:1:pos:R:3:forces:R:3
V 0.427997 -0.113221 -0.953923 -0.336 -0.221 -1.345
C 1.977105 3.912876 -0.702782 0.043 0.020 -0.037
C 1.760981 2.449199 -0.748332 0.085 -0.062 0.020
N 0.680012 1.864709 -1.098950 0.544 0.081 0.419
O -0.487622 2.464136 -1.417351 -0.060 -0.315 0.027
B -1.330310 1.488444 -2.213263 -0.189 0.133 -0.294
F -2.056193 2.114511 -3.114285 0.043 -0.026 0.002
F -0.285100 0.531187 -2.749759 -0.239 0.333 0.219
O -2.212937 0.529008 -1.400168 0.294 0.101 -0.077
N -1.502523 -0.587352 -1.137447 -0.210 -0.643 -0.022
C -1.967229 -1.762749 -0.952451 0.082 -0.099 0.000
C -3.392653 -2.155180 -1.053969 -0.014 -0.016 0.025
C -0.839183 -2.746007 -0.694845 -0.224 0.159 -0.041
N 0.286327 -2.143112 -0.606860 0.223 0.258 -0.002
O 1.463848 -2.790032 -0.566362 0.013 -0.037 0.020
B 2.513766 -1.942556 -1.221975 0.147 -0.085 -0.086
F 3.432625 -2.675007 -1.814678 -0.028 -0.020 0.025
F 1.659885 -1.110421 -2.216394 0.153 -0.037 0.360
O 3.128583 -0.869693 -0.369620 0.009 -0.019 -0.001
N 2.369804 0.241909 -0.427164 -0.107 -0.204 -0.199
C 2.845839 1.429586 -0.444538 -0.224 0.229 -0.041
C 4.271572 1.794548 -0.287467 0.026 -0.030 0.041
C -1.028348 -4.215699 -0.680938 0.050 -0.026 -0.018
H 1.043277 4.446654 -0.856407 0.004 0.008 0.003
H 2.677805 4.198201 -1.492002 -0.010 0.011 0.007
H 2.428103 4.205246 0.246648 -0.016 -0.006 0.003
H -4.008449 -1.301518 -1.324981 -0.008 -0.006 0.003
H -3.744402 -2.581831 -0.111666 -0.009 0.010 -0.006
H -3.504241 -2.931897 -1.813695 0.006 0.007 -0.004
H 4.892720 0.902855 -0.301047 0.009 0.006 0.004
H 4.421580 2.317597 0.660529 0.000 -0.006 -0.004
H 4.579493 2.471484 -1.085294 -0.013 -0.012 -0.012
H -1.979377 -4.489528 -0.226803 0.005 0.010 0.013
H -0.207817 -4.700790 -0.157677 -0.005 -0.004 -0.002
H -1.032309 -4.585353 -1.711143 -0.010 0.000 0.003
C 0.062702 1.358061 3.384579 -0.064 -0.008 0.050
As -1.022877 0.402515 2.149793 0.451 -0.162 -0.401
C -1.424854 -1.346868 2.785463 -0.067 0.044 0.085
C -2.571903 1.392689 1.659362 0.004 0.004 -0.033
O -0.016073 0.186241 0.751195 -0.365 0.649 1.277
H -0.496782 1.474250 4.313435 0.030 0.017 0.018
H 0.293376 2.338890 2.972963 -0.008 -0.007 -0.007
H 0.975261 0.794555 3.570139 -0.009 -0.010 -0.010
H -1.972820 -1.249539 3.723466 0.003 -0.053 0.007
H -0.494100 -1.886116 2.954011 0.005 0.016 -0.002
H -2.043207 -1.869988 2.058899 -0.008 0.015 -0.001
H -3.139452 1.595258 2.568675 0.001 0.002 -0.005
H -3.173873 0.821690 0.956670 -0.005 -0.001 0.010
H -2.258017 2.328171 1.198396 -0.001 0.001 0.010
```
Positions in Å, forces in eV/Å.

Results
* orbital gap (alpha / beta): 6.8 / 7.5 eV
* total energy: -126684.037 eV
* multiplicity: 2
* HOMO (alpha / beta): -16.3305 / -16.3601 eV
* total charge: +2
* energy above the lowest of the compared OMol25 structures with the same formula, charge and spin: 1.3 kcal per mole

=====

# 3
DFT (ωB97M-V with the def2-TZVPD basis set) results for a 2-piece molecular cluster, C7H18NO4PS overall at a distorted geometry.

XYZ file:
```
32
Properties=species:S:1:pos:R:3:forces:R:3
C 1.055119 2.013483 -1.351701 1.211 -0.289 1.319
C 3.659795 -1.041945 -1.000092 -0.840 -1.702 0.342
C -4.943792 -0.400784 1.309031 -4.207 1.821 5.645
C -2.934777 -0.365888 -1.744125 -1.444 2.317 -0.005
C 0.235254 1.465337 -0.206884 -0.537 1.787 1.012
C 3.787468 -0.494418 0.410190 0.171 0.600 -0.054
C 0.224755 -0.686561 2.234643 2.555 1.987 0.657
N -4.188946 -0.832374 0.452409 5.513 -1.665 -5.735
O 1.127383 -2.139316 -0.039292 0.116 -1.579 0.130
O -2.821053 1.407036 0.407197 -0.469 -0.655 -0.657
O 0.240626 0.076588 -0.388726 0.281 -0.868 0.913
O 2.510888 -0.167398 0.966209 -1.250 0.085 0.425
P 1.095402 -0.859740 0.634505 -0.468 0.910 0.358
S -2.728787 -0.025602 0.050274 -0.442 -0.246 -0.436
H 0.773335 1.491665 -2.261495 -0.996 1.183 -0.608
H 1.232945 3.104524 -1.208642 -0.350 -0.781 -1.068
H 1.999053 1.477013 -1.279284 0.728 0.557 0.541
H 3.185244 -2.127635 -0.995194 0.696 2.517 0.020
H 2.961694 -0.311573 -1.606292 2.086 -1.599 0.598
H 4.733672 -1.253665 -1.192244 -0.645 0.736 -1.283
H -5.851094 -0.875243 1.483637 -1.788 -0.902 -0.006
H -4.915011 0.569711 1.698103 0.385 1.429 0.780
H 0.775241 0.092053 2.921198 -1.192 -1.340 -1.460
H -3.449112 0.467636 -2.314916 0.179 -0.431 1.318
H -1.975144 -0.316462 -2.185894 1.106 -1.184 -0.435
H -3.655306 -1.173508 -1.772312 0.788 -0.703 -0.387
H -0.813861 1.872974 -0.242584 1.039 -0.590 0.079
H 0.629488 1.722423 0.842994 -0.321 -0.071 -1.559
H 4.360528 0.479628 0.414759 -0.588 -0.990 -0.080
H 4.316972 -1.179308 1.104478 -0.399 0.218 -0.430
H -0.772864 -0.416208 2.060224 -1.352 0.823 -0.338
H 0.144871 -1.572447 2.799837 0.432 -1.374 0.406
```
Positions in Å, forces in eV/Å.

Results
* orbital gap (alpha / beta): 6.2 / 6.7 eV
* total energy: -37349.641 eV
* multiplicity: 3
* HOMO (alpha / beta): -5.3485 / -9.7621 eV

=====

# 4
DFT (ωB97M-V with the def2-TZVPD basis set) results for C35H46N5O5PPdS as an isolated structure.

XYZ file:
```
94
Properties=species:S:1:pos:R:3:forces:R:3
Pd -1.053705 0.495376 0.819167 -0.070 0.707 -0.221
C -5.227746 1.210221 0.630627 -0.045 -0.072 -0.036
C -3.900670 0.725908 1.161146 0.119 -0.080 -0.121
C -3.819309 0.785531 2.676101 -0.050 -0.021 0.033
O -2.821073 1.541079 0.565819 -0.003 0.146 0.031
C -3.574314 -0.703487 0.680426 -0.061 0.085 -0.234
O -4.437412 -1.536615 0.632712 -0.003 -0.064 0.054
O -2.321767 -0.929951 0.320353 0.246 -0.155 0.542
H -5.491374 2.174233 1.068252 0.009 0.015 -0.016
H -5.994005 0.482263 0.892748 -0.007 0.025 0.016
H -5.200979 1.297855 -0.454195 0.007 -0.015 -0.005
H -4.091891 1.776424 3.043847 0.015 0.009 -0.002
H -2.815735 0.538772 3.032256 -0.002 -0.018 -0.015
H -4.519651 0.061552 3.092034 -0.015 0.030 0.017
H -2.781860 2.416434 0.978026 -0.037 -0.022 0.053
C 2.231620 5.796343 -0.849845 0.008 -0.021 0.018
N 1.662492 4.469187 -0.681007 -0.067 0.035 -0.057
N 0.906861 4.131764 0.421777 -0.001 0.008 -0.040
C 0.569657 2.818388 0.322371 0.039 -0.042 0.046
O -0.175647 2.278584 1.225879 0.132 -0.149 -0.063
C 1.179690 2.313073 -0.835502 0.011 0.037 -0.035
C 1.849912 3.373883 -1.424599 -0.020 -0.026 -0.010
C 2.667282 3.392727 -2.667354 0.002 -0.001 -0.001
C 0.273887 5.115319 1.251533 0.021 -0.022 0.028
C 0.972461 5.664551 2.313817 -0.013 -0.016 0.021
C 0.352438 6.623039 3.102572 -0.002 0.002 0.001
C -0.951340 7.011163 2.826827 -0.001 0.000 -0.003
C -1.642431 6.449846 1.760079 0.003 0.002 -0.003
C -1.028388 5.497177 0.962140 0.015 0.033 -0.016
H 1.561330 6.531659 -0.413735 -0.003 0.004 -0.013
H 2.319971 5.993763 -1.914367 0.021 -0.005 0.001
H 3.211134 5.866134 -0.377578 -0.006 0.012 0.014
H 1.096388 1.316340 -1.235260 0.012 -0.016 0.020
H 2.721772 2.390498 -3.084924 -0.004 -0.001 0.001
H 3.680529 3.743603 -2.469018 0.000 -0.001 0.000
H 2.222065 4.049815 -3.415643 0.002 0.005 0.002
H 1.987812 5.347429 2.515599 0.002 0.000 -0.001
H 0.887446 7.067898 3.930282 0.002 -0.001 0.000
H -1.430332 7.761004 3.441653 0.001 0.000 0.001
H -2.653457 6.765985 1.541984 -0.001 -0.001 0.001
H -1.540888 5.067254 0.109627 0.002 -0.004 0.003
C 2.085674 -0.350376 4.569496 -0.023 -0.039 0.013
N 1.149402 -1.539429 4.272690 0.022 0.026 -0.023
C 2.006169 -2.691870 3.713677 -0.041 0.005 0.042
N 2.745888 -2.247855 2.591898 0.000 0.030 -0.030
C 3.608322 -1.126193 2.934924 0.009 0.006 0.001
N 2.828545 0.012200 3.416412 0.007 0.023 -0.008
C 2.013324 0.621040 2.358698 -0.049 -0.025 0.108
P 0.777155 -0.581033 1.679393 -0.216 -0.313 0.275
C 0.076943 -1.137380 3.305308 0.000 -0.079 -0.020
C 1.924203 -2.022718 1.406626 0.207 0.165 -0.191
H 2.748536 -0.685096 5.367273 0.001 0.007 0.000
H 1.455417 0.465064 4.922410 0.010 0.010 -0.007
H 0.714787 -1.843157 5.145808 0.003 -0.005 0.000
H 1.321755 -3.498244 3.454620 0.011 -0.007 -0.009
H 2.663041 -2.996967 4.528316 0.010 0.000 -0.008
H 4.177143 -0.827743 2.056488 0.004 -0.001 0.003
H 4.306711 -1.432611 3.714896 -0.006 -0.007 0.002
H 2.669033 0.965614 1.557410 -0.011 0.011 -0.010
H 1.487164 1.490852 2.752112 -0.001 0.012 -0.016
H -0.586869 -1.985722 3.128708 0.009 -0.010 -0.011
H -0.494291 -0.327986 3.760952 -0.020 0.002 -0.025
H 2.571034 -1.808981 0.554592 -0.018 -0.009 -0.015
H 1.335214 -2.897690 1.152739 -0.007 -0.008 0.029
O -0.256293 -2.764803 0.114392 0.088 -0.070 0.086
S -1.247720 -3.159589 -0.950172 -0.145 -0.153 -0.168
C -0.994072 -1.980061 -2.318026 -0.078 0.056 -0.020
C 0.365254 -1.990215 -2.939618 0.017 0.020 0.060
C 0.578271 -2.539266 -4.199521 0.007 0.003 -0.004
C 1.852060 -2.561312 -4.750916 0.010 0.002 0.002
C 2.928284 -2.035404 -4.050447 -0.004 -0.008 0.007
C 2.724184 -1.474255 -2.796293 -0.002 0.012 -0.004
C 1.450176 -1.451426 -2.249448 0.002 0.004 -0.015
C -0.522437 -4.643248 -1.681684 -0.013 -0.001 -0.037
C -1.285857 -5.151226 -2.877858 0.006 0.008 0.000
C -2.675941 -5.096540 -2.938001 -0.019 -0.033 -0.006
C -3.348413 -5.585318 -4.050266 -0.002 0.009 0.014
C -2.642042 -6.145699 -5.103392 0.011 0.002 -0.009
C -1.256713 -6.213608 -5.044041 -0.005 0.002 0.001
C -0.583715 -5.712932 -3.940482 0.000 0.023 -0.011
H -1.205711 -1.027779 -1.830607 -0.064 -0.016 -0.011
H -1.793975 -2.170591 -3.034488 0.048 -0.063 -0.038
H -0.256907 -2.951905 -4.751919 0.000 -0.008 0.007
H 2.003532 -2.990586 -5.732483 0.001 0.004 -0.001
H 3.920233 -2.058973 -4.481258 0.000 0.006 -0.005
H 3.561318 -1.053053 -2.251528 0.003 -0.007 0.002
H 1.276638 -1.018925 -1.270128 -0.007 0.007 0.006
H -0.525871 -5.364716 -0.861051 -0.023 0.024 0.022
H 0.515574 -4.412848 -1.928401 0.001 -0.011 0.003
H -3.247146 -4.683953 -2.114251 0.008 -0.003 0.008
H -4.428577 -5.536262 -4.086319 -0.001 -0.003 0.000
H -3.168197 -6.533551 -5.965196 -0.001 0.000 0.001
H -0.699509 -6.658609 -5.857803 0.000 0.002 -0.002
H 0.498540 -5.759100 -3.900902 0.001 -0.002 0.000
```
Positions in Å, forces in eV/Å.

Results
* orbital gap: 6.9 eV
* total energy: -78319.770 eV
* HOMO: -12.5922 eV
* total charge: +2
* energy above the lowest of the compared OMol25 structures with the same formula, charge and spin: 0.0 kcal per mole